Entry 1:
This record from OMol25 describes a molecular structure, C31H50P2Sn. The level of theory is ωB97M-V/def2-TZVPD.

Geometry as XYZ:
```
84
Properties=species:S:1:pos:R:3:forces:R:3
Sn -0.583 1.417 -4.345 -2.32 2.26 6.21
C -0.733 -1.910 1.770 3.08 -2.01 -4.94
C 0.579 -1.994 1.230 -5.57 -1.64 -1.24
C 0.703 -0.867 3.222 0.09 0.00 -0.15
C -0.653 -1.214 3.002 1.56 2.39 2.72
C 1.464 -1.362 2.131 0.95 1.70 3.23
C -1.980 -2.365 1.134 -0.26 -0.41 0.04
H -1.793 -3.183 0.431 -0.11 0.15 0.16
H -2.460 -1.548 0.579 0.02 -0.03 0.14
H -2.682 -2.714 1.899 -0.04 -0.02 -0.25
C -1.793 -0.850 3.875 0.43 -0.79 0.18
H -2.583 -1.610 3.824 0.11 0.25 -0.08
H -2.233 0.115 3.583 0.21 -0.06 -0.16
H -1.455 -0.763 4.915 -0.08 0.14 -0.22
C 1.208 -0.042 4.339 0.20 0.31 0.47
H 0.700 -0.302 5.275 0.28 0.07 -0.09
H 1.036 1.029 4.157 0.05 -0.30 0.10
H 2.284 -0.195 4.461 -0.21 0.07 0.24
C 2.929 -1.240 1.940 -0.27 0.53 0.22
H 3.430 -2.209 2.086 -0.23 0.02 -0.11
H 3.370 -0.528 2.644 -0.11 -0.22 -0.13
H 3.161 -0.906 0.919 -0.09 -0.22 0.12
C 0.961 -2.611 -0.065 -0.01 -0.14 -0.19
H 1.588 -3.504 0.079 -0.09 0.22 -0.04
H 1.534 -1.910 -0.691 -0.11 -0.16 0.13
H 0.064 -2.912 -0.616 0.28 0.03 0.06
C -0.930 2.360 -6.128 -1.26 0.92 -1.51
C -1.889 1.245 -5.971 -0.44 0.35 -2.04
C -1.662 -0.017 -6.841 -0.75 -0.05 1.30
C -0.784 -1.050 -6.194 0.56 -1.14 2.52
C -0.016 -0.528 -4.887 -0.78 -2.82 -1.55
C 1.004 0.442 -5.024 2.50 -1.66 -0.89
C 1.393 1.148 -6.279 0.10 1.30 -1.55
C 0.398 2.255 -6.844 1.13 -0.90 -0.48
H -1.203 0.204 -7.792 -0.51 0.56 -0.39
H -0.074 -1.456 -6.894 0.76 0.12 -0.24
H -2.652 -0.509 -6.868 0.25 0.55 -0.81
H 0.280 2.044 -7.900 -0.26 0.09 -0.44
H -1.235 3.416 -6.043 -0.42 -0.66 0.37
H -2.885 1.302 -5.467 0.68 0.65 -1.13
H 0.913 3.237 -6.811 -0.44 -0.57 0.19
H 2.311 1.723 -6.045 -0.23 -0.74 -0.33
H 1.784 0.439 -4.309 0.61 -0.11 0.97
H 1.571 0.414 -7.063 0.43 0.04 -0.18
H -1.331 -1.981 -5.894 0.04 0.99 0.00
H -0.179 -1.153 -3.970 0.87 0.50 -1.00
P -4.434 -1.592 -5.414 0.84 2.04 0.04
P 2.425 4.196 -1.438 -1.81 -1.59 -1.55
C 0.090 2.804 -2.898 -0.80 0.61 1.05
C 1.586 2.867 -2.738 1.14 0.12 0.49
H -0.465 2.613 -1.970 0.26 0.26 -0.18
H -0.298 3.720 -3.365 0.04 -0.03 0.40
H 2.008 1.908 -2.393 -0.14 0.11 -0.23
H 2.030 3.107 -3.734 0.00 -0.10 0.74
C 1.836 5.608 -2.435 -0.17 0.63 0.48
H 1.177 6.176 -1.766 0.08 0.16 -0.41
H 1.246 5.255 -3.288 0.34 0.41 0.01
H 2.680 6.248 -2.727 -0.40 -0.10 -0.11
C 4.095 3.907 -2.082 0.47 -0.24 0.53
H 4.542 4.881 -2.302 0.21 -0.29 -0.04
H 4.128 3.234 -2.945 0.10 0.32 0.08
H 4.619 3.436 -1.236 0.28 0.18 -0.50
C -4.112 -0.917 -3.543 -0.86 -1.91 -1.77
H -4.083 -1.682 -2.789 -0.01 -0.16 0.49
H -4.985 -0.282 -3.459 0.00 0.21 0.33
H -3.190 -0.358 -3.590 0.23 0.15 -0.09
C -4.865 -3.231 -6.096 -0.18 -1.55 -0.21
H -4.710 -4.206 -5.581 -0.19 0.85 -0.01
H -4.385 -3.366 -7.117 -0.27 0.61 1.24
H -5.941 -3.098 -6.321 0.31 -0.36 0.15
C -1.884 0.607 -0.563 -0.30 0.17 -0.14
C -1.536 1.413 0.526 0.34 0.16 0.61
C -2.534 1.935 1.418 0.32 -0.31 -0.47
C -2.171 2.600 2.572 -0.19 0.34 0.29
C -0.821 2.818 2.884 0.48 -0.12 -0.34
C 0.188 2.351 2.008 -0.84 -0.04 -0.27
C -0.160 1.669 0.842 -0.60 0.08 0.84
H -2.935 0.491 -0.833 0.36 -0.12 -0.02
H -1.116 0.088 -1.133 -0.20 0.14 0.00
H -3.579 1.754 1.160 0.22 0.14 0.19
H -2.947 2.982 3.253 0.39 -0.20 -0.39
H -0.538 3.368 3.788 -0.17 -0.25 -0.36
H 1.231 2.524 2.235 0.01 0.08 0.00
H 0.602 1.276 0.184 0.13 0.04 -0.10
```
Forces are in eV/Å.

Frontier orbital gap (alpha / beta) ... 3.651 / 3.821 eV
Total charge ... +2
Energy relative to the best compared isomer or geometry (same formula, charge and spin) ... 4.688 eV

---

Entry 2:
This record from OMol25 describes 4 unconnected molecules or ions with the total composition C31H51Br2N3O5SSi. The level of theory is ωB97M-V/def2-TZVPD.

Geometry as XYZ:
```
94
Properties=species:S:1:pos:R:3:forces:R:3
H -4.354 -6.548 1.208 -0.03 0.08 -0.66
N -4.351 -6.302 0.202 2.30 2.47 -0.25
C -3.479 -5.322 0.022 -1.96 -1.76 0.83
C -3.305 -4.744 -1.461 0.29 0.28 0.16
C -2.655 -4.810 1.304 0.39 1.41 -0.94
C -2.848 -3.226 1.587 1.87 1.95 0.78
C -1.626 -2.461 2.155 -3.90 0.85 -1.56
O -0.407 -3.142 2.448 -2.64 0.98 0.47
C -0.595 -3.913 3.676 -0.05 -0.54 1.70
C 0.207 -3.360 4.952 0.00 -0.93 0.28
C -1.722 -0.898 2.419 -2.08 -0.06 -0.14
C -0.359 -0.198 2.964 -1.68 0.44 -1.54
C 0.408 0.299 1.601 -1.01 1.54 0.52
O 1.839 0.453 1.758 -0.74 -2.21 -0.44
Si 2.722 -1.031 1.600 1.36 0.18 -0.31
C 4.485 -0.526 0.951 -0.85 0.91 -0.19
C 3.036 -1.965 3.252 0.86 -0.40 0.66
C 2.028 -2.268 0.316 -0.06 -0.87 -1.10
C -3.035 -0.081 2.172 1.39 -2.62 -0.11
C -3.151 1.474 2.451 -0.23 1.74 -2.47
Br -3.140 2.199 4.326 0.07 -1.23 -1.57
C -3.302 2.450 1.403 0.31 -2.51 1.66
C -3.372 1.998 -0.129 0.45 -0.28 0.40
Br -3.454 4.399 1.848 0.13 -2.08 -0.76
C -4.291 -0.872 1.589 0.26 0.31 0.24
N -5.581 -0.245 1.297 3.54 -5.28 -0.20
S -6.455 -1.589 0.656 2.47 -0.28 0.92
N -5.397 -2.955 0.719 2.39 4.23 1.87
C -4.171 -2.436 1.284 -0.79 1.19 -0.07
H -2.690 -3.763 -1.484 -0.95 -1.66 0.16
H -2.770 -5.529 -2.101 -0.64 1.11 1.01
H -4.314 -4.538 -1.990 1.53 -0.44 1.29
H -2.866 -5.419 2.261 0.02 0.87 -1.69
H -1.541 -4.946 1.054 -1.51 0.28 0.49
H -0.238 -4.984 3.481 -0.60 1.51 0.14
H -1.714 -3.904 3.954 1.73 -0.22 -0.55
H 1.338 -3.547 4.833 -1.82 0.66 0.12
H -0.050 -2.283 5.243 0.49 -1.50 -0.65
H -0.111 -4.014 5.857 0.39 1.01 -1.54
H -0.716 0.747 3.520 0.92 -1.63 -0.59
H 0.273 -0.897 3.605 -1.02 0.97 -1.03
H 0.087 -0.310 0.682 0.70 0.53 1.43
H -0.008 1.369 1.421 0.68 -1.74 0.16
H 5.232 -1.394 0.993 -1.04 1.38 -0.10
H 4.802 0.373 1.598 -0.08 -1.41 -1.02
H 4.301 -0.143 -0.129 0.69 -0.72 1.68
H 2.411 -1.598 4.135 0.78 -0.77 -1.22
H 2.944 -3.108 3.071 -0.14 1.88 0.48
H 4.149 -1.806 3.546 -1.82 -0.13 -0.46
H 1.657 -3.247 0.803 0.24 1.71 -0.79
H 1.243 -1.824 -0.407 1.09 -0.85 1.21
H 2.910 -2.591 -0.368 -1.33 0.66 1.14
H -3.507 2.855 -0.871 0.04 -1.08 1.33
H -4.219 1.225 -0.226 1.24 1.31 0.06
H -2.379 1.469 -0.415 -1.58 0.85 0.59
C 0.690 1.404 -2.453 -0.45 -0.14 0.16
C 1.615 2.567 -2.172 0.07 0.37 -0.13
C 2.935 1.866 -1.924 0.38 -0.06 0.18
O 2.926 0.669 -2.716 -0.29 0.07 0.06
C 1.597 0.454 -3.210 0.20 -0.09 -0.24
H -0.203 1.679 -3.017 0.08 -0.07 0.00
H 0.372 0.946 -1.509 0.01 -0.01 -0.01
H 1.692 3.203 -3.060 0.00 -0.01 0.09
H 1.298 3.189 -1.333 0.05 -0.05 -0.04
H 3.037 1.571 -0.873 -0.03 0.12 0.06
H 3.795 2.481 -2.197 -0.03 -0.11 0.02
H 1.598 0.676 -4.282 -0.12 -0.04 0.00
H 1.318 -0.594 -3.071 0.12 0.00 -0.01
C 6.942 5.247 -0.037 0.33 0.35 -0.09
C 5.758 5.094 0.891 -0.10 -0.25 0.42
C 4.591 5.161 -0.072 -0.28 0.14 -0.22
O 5.050 4.624 -1.321 0.21 0.11 0.27
C 6.477 4.492 -1.266 -0.06 -0.32 -0.22
H 7.876 4.859 0.374 -0.07 0.01 -0.06
H 7.088 6.305 -0.280 0.03 -0.08 0.01
H 5.789 4.110 1.372 -0.03 0.08 0.00
H 5.711 5.854 1.673 -0.03 -0.05 -0.07
H 4.279 6.197 -0.247 -0.04 0.01 0.09
H 3.726 4.591 0.276 0.03 -0.01 -0.12
H 6.712 3.425 -1.188 0.10 0.02 -0.02
H 6.918 4.879 -2.188 -0.13 -0.04 0.00
C -4.323 0.463 -3.710 -0.23 0.04 0.43
C -4.435 1.098 -5.077 -0.15 -0.14 -0.44
C -3.197 1.972 -5.121 0.19 0.32 0.03
O -2.201 1.322 -4.320 -0.35 -0.09 0.02
C -2.826 0.267 -3.575 0.32 -0.18 -0.09
H -4.884 -0.468 -3.610 0.06 0.05 0.01
H -4.679 1.162 -2.945 0.01 -0.08 -0.02
H -4.375 0.326 -5.851 -0.03 0.08 0.03
H -5.359 1.660 -5.227 0.09 -0.02 0.01
H -3.390 2.957 -4.682 -0.05 0.03 -0.08
H -2.818 2.111 -6.136 0.09 -0.01 0.11
H -2.509 -0.686 -4.013 -0.04 -0.05 0.09
H -2.490 0.302 -2.536 0.09 0.04 -0.07
```
Forces are in eV/Å.

Structure (SMILES) ... [H]/N=C(/C)Cc1c(OCC)c(CCO[Si](C)(C)C)c(/C(Br)=C(\C)Br)c2nsnc12.C1CCOC1.C1CCOC1.C1CCOC1
Frontier orbital gap ... 7.089 eV

---

Entry 3:
This record from OMol25 describes a molecular structure, C31H51BrN2OP2Pd. The level of theory is ωB97M-V/def2-TZVPD.

Geometry as XYZ:
```
89
Properties=species:S:1:pos:R:3:forces:R:3
N 3.219 -6.084 1.184 0.55 -0.65 -0.07
C 1.946 -5.851 1.430 -0.37 1.12 0.04
C 1.401 -4.565 1.309 0.57 0.03 -0.48
C 2.201 -3.522 0.780 0.04 -0.26 0.48
C 3.565 -3.780 0.586 -0.13 -0.30 0.06
C 4.020 -5.096 0.811 -0.32 1.06 -0.05
C 1.411 -2.378 0.221 0.16 -0.75 -0.95
Pd 1.625 -0.286 -0.390 -0.25 1.64 0.21
P 0.551 2.159 -2.482 -0.53 -0.65 -1.24
C 1.569 -2.097 -1.179 -0.72 -2.05 -0.07
C 0.403 -1.856 -2.051 1.03 0.89 0.15
C 0.552 -1.955 -3.465 -0.21 -0.30 0.25
C -0.590 -2.016 -4.255 0.82 0.03 0.27
C -1.829 -1.879 -3.641 -0.47 -0.54 -0.16
C -1.997 -1.718 -2.276 0.73 0.29 0.45
C -0.861 -1.596 -1.485 -0.66 -0.30 0.16
Br -3.363 -1.993 -4.686 -0.34 -0.03 -0.34
H 0.418 -2.342 0.689 0.30 0.09 -0.49
H 2.517 -2.326 -1.680 -0.34 -0.33 0.26
H 0.353 -4.410 1.517 -0.10 0.06 -0.05
H 4.257 -2.993 0.262 -0.27 -0.37 0.02
H 1.312 -6.692 1.706 0.20 0.12 0.08
H 5.066 -5.341 0.653 -0.10 -0.01 0.05
H 1.566 -2.005 -3.891 -0.60 -0.29 0.14
H -0.970 -1.295 -0.430 -0.02 -0.55 -0.50
H -0.550 -2.217 -5.319 0.14 0.21 0.03
H -2.986 -1.751 -1.840 -0.03 0.41 -0.01
P 2.083 0.968 1.450 0.99 0.50 1.63
C 0.007 1.214 -3.934 -0.11 0.29 -0.05
C 0.092 2.033 -5.224 -0.12 -0.14 -0.20
H -1.033 0.883 -3.737 0.56 0.18 -0.07
H 0.651 0.321 -3.964 -0.25 0.34 -0.05
H -0.355 1.466 -6.044 0.13 0.07 0.04
H -0.480 2.956 -5.113 0.12 0.01 -0.14
H 1.127 2.269 -5.489 -0.22 0.01 -0.01
C 2.326 1.950 -2.285 0.02 0.17 0.66
C 3.088 3.001 -3.104 0.21 0.15 -0.15
H 2.514 0.915 -2.621 0.22 0.24 0.09
H 2.559 2.046 -1.206 0.04 -0.10 -0.50
H 4.164 2.841 -2.999 -0.16 0.03 -0.05
H 2.831 2.952 -4.167 0.11 -0.06 0.17
H 2.851 4.015 -2.761 0.08 -0.25 0.01
C -0.582 1.809 -1.166 -0.02 -0.25 1.08
C -1.416 3.054 -0.800 -0.01 0.11 -0.08
H 0.021 1.437 -0.311 -0.46 0.29 -0.19
H -1.207 0.962 -1.474 0.17 0.22 0.05
H -1.617 3.093 0.279 -0.03 -0.09 -0.38
H -0.856 3.950 -1.088 -0.33 0.07 0.25
H -2.360 3.042 -1.365 0.31 0.13 0.29
C 0.861 2.241 1.994 -0.50 0.00 -0.35
C 0.992 2.980 3.343 0.14 -0.12 -0.16
H -0.132 1.755 1.933 0.37 0.26 -0.09
H 0.915 2.988 1.181 -0.19 -0.16 0.20
H 0.794 2.333 4.207 0.18 0.06 -0.26
H 1.966 3.474 3.468 -0.23 -0.21 0.00
H 0.227 3.766 3.357 0.18 -0.13 0.03
C 3.632 1.915 1.334 -0.37 0.17 -0.26
C 4.800 1.100 0.787 0.63 0.02 0.10
H 3.822 2.226 2.370 0.10 0.32 -0.38
H 3.400 2.798 0.713 0.36 -0.11 0.30
H 5.350 0.591 1.592 -0.27 0.10 -0.21
H 4.499 0.326 0.066 -0.01 0.26 0.05
H 5.523 1.774 0.312 -0.11 -0.26 0.00
C 2.431 0.033 2.960 0.10 0.20 -0.11
C 1.151 -0.647 3.401 -0.49 -0.44 0.47
H 2.763 0.789 3.680 -0.01 -0.18 0.02
H 3.273 -0.653 2.804 -0.25 0.09 -0.03
H 1.259 -1.735 3.374 -0.18 0.12 0.03
H 0.882 -0.353 4.417 0.11 -0.19 0.04
H 0.291 -0.359 2.784 0.09 -0.23 -0.05
O -1.745 0.224 1.039 -0.56 0.31 -0.09
C -2.905 0.419 1.455 -0.17 -0.24 0.10
C -4.073 0.829 0.543 0.81 0.23 0.12
C -5.162 -0.234 0.392 -0.18 0.05 -0.05
C -6.118 -0.306 1.583 -0.05 -0.19 -0.12
C -5.462 -0.685 2.904 -0.16 0.01 0.27
C -4.478 0.361 3.427 -0.08 -0.16 -0.15
N -3.180 0.257 2.763 0.85 0.34 0.08
H -4.491 1.770 0.943 0.01 -0.31 -0.13
H -3.635 1.064 -0.437 -0.04 -0.10 0.26
H -5.745 0.011 -0.505 0.12 -0.07 0.16
H -4.693 -1.212 0.207 -0.11 0.13 0.08
H -6.626 0.663 1.698 0.04 -0.17 -0.06
H -6.885 -1.051 1.354 -0.03 0.14 0.02
H -6.238 -0.821 3.667 0.09 0.02 -0.19
H -4.943 -1.648 2.803 -0.05 0.13 0.09
H -4.886 1.372 3.290 0.03 -0.15 0.16
H -4.304 0.197 4.495 0.02 0.14 -0.25
H -2.343 0.161 3.342 -0.53 -0.20 -0.27
```
Forces are in eV/Å.

Frontier orbital gap (alpha / beta) ... 7.350 / 5.468 eV
Total charge ... +2
Spin multiplicity ... 3
Expectation value of S² ... 2.0335

---

no.,DFT total energy (a.u.),strongest force on any atom (eV/A)
1,-2107.24594,7.0
2,-7587.68145,6.4
3,-4780.57707,2.2